Record 1
A cluster of 16 separate species, C23H33Cl45NOS in total, computed with ωB97M-V/def2-TZVPD.

Atoms and positions in Å:
C 0.305 0.784 1.668
C 1.253 -0.421 1.726
N 2.016 -0.600 0.439
C 2.963 -1.782 0.454
C 2.526 -2.971 1.352
O 1.705 -2.628 2.452
C 0.616 -1.781 2.073
C -0.269 -2.411 0.979
C -1.725 -1.905 0.944
C -2.027 -0.972 -0.247
S -3.413 0.144 0.092
H 0.283 1.258 2.651
H -0.721 0.488 1.438
H 0.609 1.524 0.916
H 2.022 -0.247 2.487
H 2.577 0.248 0.295
H 1.380 -0.640 -0.363
H 3.961 -1.419 0.706
H 3.020 -2.148 -0.576
H 2.083 -3.773 0.751
H 3.443 -3.388 1.781
H 0.010 -1.648 2.976
H -0.302 -3.482 1.192
H 0.169 -2.338 -0.031
H -1.994 -1.394 1.876
H -2.381 -2.775 0.841
H -1.138 -0.364 -0.469
H -2.331 -1.545 -1.124
H -3.175 0.376 1.392
C -1.645 4.658 1.302
Cl -2.244 3.074 0.790
Cl -2.127 5.012 2.958
Cl 0.109 4.694 1.110
H -2.061 5.417 0.651
C -3.158 3.971 7.116
Cl -1.583 3.810 7.897
Cl -4.440 4.118 8.308
Cl -3.167 5.338 5.998
H -3.336 3.071 6.540
C 4.737 3.367 -0.164
Cl 5.206 1.995 0.841
Cl 4.720 2.894 -1.865
Cl 3.169 4.016 0.306
H 5.479 4.147 -0.037
C 5.600 2.700 -6.188
Cl 7.337 2.459 -6.344
Cl 4.756 2.210 -7.652
Cl 4.972 1.826 -4.780
H 5.417 3.755 -6.028
C -5.229 0.528 10.909
Cl -4.013 0.944 9.698
Cl -5.426 1.840 12.068
Cl -6.765 0.126 10.142
H -4.882 -0.347 11.446
C 5.574 -6.750 2.825
Cl 3.845 -6.792 2.480
Cl 6.487 -7.633 1.606
Cl 6.142 -5.083 2.962
H 5.719 -7.230 3.786
C 0.015 6.137 -2.867
Cl 0.760 7.724 -3.021
Cl 1.143 4.982 -2.154
Cl -1.486 6.240 -1.936
H -0.244 5.784 -3.857
C 8.426 0.997 -1.382
Cl 8.509 1.910 -2.883
Cl 8.549 2.064 0.017
Cl 6.941 0.033 -1.331
H 9.263 0.310 -1.353
C 0.161 -7.119 1.531
Cl 0.998 -7.451 0.014
Cl 0.778 -5.620 2.233
Cl -1.579 -7.020 1.287
H 0.364 -7.929 2.222
C -3.060 2.928 -3.701
Cl -2.312 3.861 -5.000
Cl -4.180 1.743 -4.351
Cl -1.836 2.143 -2.696
H -3.616 3.613 -3.071
C -6.551 -1.880 -4.820
Cl -5.421 -2.347 -3.542
Cl -6.035 -0.369 -5.565
Cl -6.702 -3.159 -6.021
H -7.523 -1.722 -4.369
C -1.622 -4.427 -2.942
Cl -0.787 -2.878 -3.133
Cl -0.645 -5.576 -2.032
Cl -3.191 -4.204 -2.165
H -1.793 -4.837 -3.930
C -7.639 4.588 -4.965
Cl -8.370 3.039 -5.385
Cl -8.103 5.085 -3.338
Cl -5.882 4.505 -5.119
H -8.004 5.333 -5.662
C -2.110 6.607 -8.233
Cl -1.438 8.224 -8.403
Cl -0.943 5.518 -7.469
Cl -3.617 6.634 -7.318
H -2.323 6.221 -9.223
C 4.101 -9.265 5.812
Cl 2.376 -9.192 5.459
Cl 4.977 -10.091 4.524
Cl 4.759 -7.641 6.056
H 4.236 -9.821 6.731

Computed properties:
Total charge: +1
Orbital gap (eV): 8.768
Multiplicity: 1
Lowest unoccupied orbital energy (eV): -2.5

---

Record 2
A structure of composition C23H33ClGaO10, computed with ωB97M-V/def2-TZVPD.

Atoms and positions in Å:
C 7.551 -0.189 0.804
O 6.298 -0.814 0.881
C 6.311 -2.152 0.397
C 6.202 -2.229 -1.118
C 4.894 -1.693 -1.727
C 3.609 -1.961 -0.938
C 2.354 -1.380 -1.581
Ga 0.667 -1.530 -0.444
C 0.070 0.357 0.072
C -1.171 0.415 0.942
O -0.892 0.025 2.299
C 0.999 -2.773 1.160
C -0.047 -3.889 1.285
C -1.388 -3.309 1.684
Cl -2.734 -4.516 1.538
H 7.406 0.881 0.953
H 8.033 -0.342 -0.169
H 8.234 -0.561 1.581
H 7.227 -2.659 0.735
H 5.466 -2.646 0.877
H 7.053 -1.687 -1.547
H 6.342 -3.279 -1.401
H 4.779 -2.138 -2.722
H 4.977 -0.613 -1.892
H 3.489 -3.049 -0.824
H 3.729 -1.582 0.083
H 2.514 -0.311 -1.785
H 2.201 -1.853 -2.559
H -0.581 -2.197 -1.273
H -0.129 0.869 -0.876
H 0.863 0.942 0.562
H -1.949 -0.251 0.544
H -1.627 1.411 1.000
H -0.040 -0.414 2.280
H 1.053 -2.226 2.114
H 1.990 -3.230 1.052
H -0.167 -4.406 0.327
H 0.229 -4.654 2.025
H -1.412 -2.983 2.722
H -1.659 -2.470 1.047
C -2.325 3.575 2.878
C -2.853 4.220 1.822
C -3.705 5.476 1.951
O -4.114 5.953 0.906
C -3.967 6.016 3.262
C -3.439 5.377 4.316
C -2.584 4.117 4.184
O -2.174 3.668 5.242
O -3.590 5.752 5.575
O -2.690 3.834 0.571
H -1.732 2.674 2.780
H -4.572 6.907 3.352
H -3.084 5.083 6.089
H -3.180 4.472 0.014
C -3.142 -1.043 -2.894
C -3.929 -1.527 -3.866
C -4.890 -0.661 -4.668
O -5.546 -1.239 -5.522
C -4.970 0.753 -4.397
C -4.184 1.244 -3.428
C -3.234 0.368 -2.614
O -2.607 0.962 -1.755
O -4.129 2.509 -3.053
O -3.959 -2.798 -4.242
H -2.426 -1.638 -2.335
H -5.650 1.362 -4.977
H -3.449 2.506 -2.337
H -4.620 -2.837 -4.962

Computed properties:
Total charge: -1
Orbital gap (eV): 5.344
Multiplicity: 1
Lowest unoccupied orbital energy (eV): 0.4

---

Record 3
A cluster of 2 separate species, C23H33ClN4O9PS in total, computed with ωB97M-V/def2-TZVPD.

Atoms and positions in Å:
C -3.196 0.903 3.140
C -4.487 1.212 2.429
O -5.563 1.047 2.913
O -4.372 1.741 1.133
C -3.341 1.298 0.347
O -2.554 2.061 -0.143
C -3.417 -0.189 0.043
C -2.056 -0.766 -0.256
N -1.099 -0.405 0.542
C 0.142 -0.882 0.299
C 1.216 -0.466 1.117
C 0.970 0.508 2.231
C 0.634 1.905 1.689
C 1.607 2.374 0.591
C 0.917 2.421 -0.776
S 1.799 3.463 -1.912
O 2.313 4.619 -1.250
O 2.665 2.651 -2.710
Cl 0.282 4.115 -3.104
C 2.457 -0.915 0.813
C 2.723 -1.759 -0.293
C 4.137 -2.141 -0.617
C 4.648 -1.674 -2.005
C 3.834 -0.573 -2.701
C 4.687 0.276 -3.660
C 5.480 1.397 -2.980
N 6.866 1.079 -2.589
C 1.684 -2.178 -1.062
C 0.382 -1.752 -0.783
N -0.634 -2.166 -1.578
C -1.821 -1.689 -1.330
P -3.142 -2.303 -2.442
N -2.634 -3.273 -3.517
O -3.807 -0.955 -2.979
O -4.289 -2.780 -1.430
H -2.318 1.331 2.668
H -3.101 -0.178 3.223
H -3.303 1.289 4.151
H -3.833 -0.714 0.902
H -4.102 -0.272 -0.795
H 1.849 0.551 2.876
H 0.146 0.169 2.860
H 0.639 2.632 2.500
H -0.377 1.870 1.291
H 2.463 1.704 0.516
H 2.001 3.360 0.825
H 0.896 1.443 -1.256
H -0.110 2.769 -0.699
H 3.284 -0.580 1.427
H 4.811 -1.780 0.158
H 4.197 -3.231 -0.572
H 5.673 -1.327 -1.875
H 4.717 -2.531 -2.675
H 3.057 -1.048 -3.297
H 3.381 0.109 -1.983
H 3.992 0.752 -4.353
H 5.363 -0.366 -4.229
H 5.500 2.277 -3.623
H 4.962 1.709 -2.072
H 6.875 0.646 -1.676
H 7.265 0.413 -3.237
H 1.844 -2.827 -1.912
H -3.067 -4.185 -3.514
H -3.218 -0.547 -3.626
H -3.899 -3.379 -0.782
C -7.006 -0.499 5.421
C -6.857 -1.435 6.648
O -5.855 -2.191 6.644
O -7.750 -1.336 7.518
H -6.191 -0.652 4.719
H -7.954 -0.692 4.914
H -7.006 0.545 5.744

Computed properties:
Total charge: -1
Orbital gap (eV): 4.337
Multiplicity: 1
Lowest unoccupied orbital energy (eV): 0.5

---

Record 4
A structure of composition C23H33CoN6O4S4, computed with ωB97M-V/def2-TZVPD.

Atoms and positions in Å:
Co -0.787 -0.278 -0.129
O 1.801 0.946 3.828
C 1.025 0.926 2.738
O 1.400 1.327 1.666
C -0.334 0.363 3.016
C -0.757 0.210 4.324
C -2.063 -0.195 4.566
C -2.890 -0.409 3.485
C -2.371 -0.256 2.210
N -1.119 0.102 1.964
C -3.254 -0.485 1.006
O -4.416 -0.783 1.166
O -2.643 -0.316 -0.132
H 2.638 1.370 3.591
H -0.076 0.425 5.135
H -2.421 -0.322 5.580
H -3.929 -0.697 3.578
C -2.380 4.633 -2.178
C -1.880 4.610 -0.738
S -1.248 3.041 -0.104
C 0.236 2.820 -1.102
C 0.041 2.136 -2.456
S -0.876 0.571 -2.434
C -2.622 0.886 -2.893
C -3.008 2.200 -3.570
S -3.732 3.477 -2.506
H -1.575 4.471 -2.893
H -2.772 5.631 -2.383
H -2.701 4.854 -0.062
H -1.110 5.373 -0.599
H 0.899 2.225 -0.475
H 0.718 3.788 -1.260
H 1.011 1.896 -2.895
H -0.468 2.783 -3.162
H -3.206 0.724 -1.991
H -2.825 0.066 -3.582
H -3.815 1.959 -4.263
H -2.220 2.629 -4.188
N 1.174 -0.401 -0.403
C 2.305 -0.351 -0.159
N 3.579 -0.292 0.116
C 4.448 -1.481 -0.068
C 5.684 -1.089 -0.885
C 5.315 -0.018 -1.910
C 4.928 1.297 -1.209
C 4.265 1.016 0.145
H 3.866 -2.240 -0.590
H 4.724 -1.878 0.908
H 6.079 -1.980 -1.372
H 6.473 -0.718 -0.226
H 4.478 -0.380 -2.514
H 6.140 0.155 -2.600
H 4.256 1.877 -1.846
H 5.812 1.913 -1.041
H 3.545 1.776 0.432
H 5.008 0.958 0.940
C -3.570 -5.022 2.279
C -2.044 -4.879 2.342
C -1.520 -4.094 1.183
N -1.183 -2.857 1.243
N -0.824 -2.329 0.026
C -0.884 -3.187 -0.954
N -0.532 -2.906 -2.232
S -1.397 -4.753 -0.433
H -3.940 -5.539 3.165
H -3.878 -5.594 1.403
H -4.045 -4.041 2.226
H -1.570 -5.862 2.370
H -1.746 -4.345 3.244
H -0.380 -1.938 -2.474
H -0.836 -3.516 -2.969

Computed properties:
Relative energy (zero: lowest compared OMol25 entry of this formula, charge and spin) (kcal per mole): 12.9
Total charge: +1
Orbital gap (spin up / spin down) (eV): 8.161 / 8.112
Multiplicity: 2
Lowest unoccupied orbital energy (spin up / spin down) (eV): -2.6 / -2.6

---

Record 5
The molecule C23H33FN2O3, computed with ωB97M-V/def2-TZVPD.

Atoms and positions in Å:
C 9.769 2.449 2.074
O 8.812 1.470 1.770
C 7.898 1.878 0.778
C 6.914 0.741 0.528
C 5.875 1.116 -0.525
C 4.950 -0.043 -0.907
C 4.095 0.328 -2.121
C 3.149 -0.814 -2.485
N 2.307 -1.152 -1.353
C 0.978 -0.923 -1.434
O 0.464 -0.502 -2.455
C 0.125 -1.271 -0.213
C -0.142 -2.776 -0.162
C -0.941 -3.084 1.094
C -2.163 -2.202 1.291
O -3.064 -2.549 2.033
N -2.175 -1.003 0.664
C -3.346 -0.167 0.829
C -4.392 -0.400 -0.274
C -5.629 0.394 0.019
C -6.569 -0.083 0.926
C -7.697 0.656 1.232
C -7.909 1.890 0.639
C -6.966 2.355 -0.257
F -7.155 3.559 -0.843
C -5.832 1.632 -0.575
C -1.224 -0.570 -0.337
C 3.075 -1.566 -0.202
C 4.019 -0.444 0.239
H 10.415 2.027 2.841
H 10.369 2.707 1.192
H 9.297 3.364 2.455
H 8.436 2.130 -0.150
H 7.360 2.781 1.110
H 7.477 -0.135 0.204
H 6.434 0.497 1.476
H 5.274 1.954 -0.163
H 6.396 1.453 -1.425
H 5.570 -0.909 -1.169
H 4.732 0.553 -2.978
H 3.506 1.219 -1.893
H 2.495 -0.530 -3.310
H 3.725 -1.702 -2.770
H 0.613 -0.943 0.709
H 0.789 -3.346 -0.165
H -0.709 -3.062 -1.051
H -1.285 -4.119 1.101
H -0.315 -2.949 1.982
H -3.788 -0.417 1.796
H -3.035 0.882 0.836
H -3.977 -0.112 -1.241
H -4.629 -1.466 -0.293
H -6.410 -1.043 1.393
H -8.420 0.272 1.935
H -8.782 2.483 0.860
H -5.124 2.036 -1.283
H -1.088 0.512 -0.232
H -1.615 -0.754 -1.346
H 2.427 -1.854 0.622
H 3.669 -2.444 -0.488
H 4.595 -0.787 1.098
H 3.428 0.422 0.545

Computed properties:
Relative energy (zero: lowest compared OMol25 entry of this formula, charge and spin) (kcal per mole): 0.0
SMILES: COCCCC1CCN(C(=O)[C@@H]2CCC(=O)N(CCc3cccc(F)c3)C2)CC1
Orbital gap (eV): 9.524
Multiplicity: 1
Lowest unoccupied orbital energy (eV): 0.6

---

Record 6
The molecule C23H33FN4O2, computed with ωB97M-V/def2-TZVPD.

Atoms and positions in Å:
O 2.723 -1.251 0.409
C 2.466 -0.279 1.087
N 1.208 0.136 1.340
C 0.055 -0.431 0.677
C -0.407 0.428 -0.501
C -1.671 -0.157 -1.130
N -2.765 -0.209 -0.174
C -3.739 -1.243 -0.477
C -4.753 -1.346 0.668
N -5.438 -0.084 0.858
C -6.612 0.189 0.178
C -6.866 1.411 -0.459
C -8.076 1.682 -1.071
C -9.090 0.743 -1.085
C -8.881 -0.472 -0.454
C -7.678 -0.725 0.167
F -7.561 -1.919 0.809
C -4.470 0.959 1.103
C -3.442 1.067 -0.027
C 3.540 0.576 1.771
C 3.585 1.978 1.157
C 4.571 1.824 0.000
O 4.683 2.572 -0.946
N 5.301 0.717 0.232
C 6.226 0.179 -0.736
C 7.617 -0.112 -0.143
C 8.057 -1.415 -0.806
C 6.757 -2.208 -0.909
C 5.736 -1.156 -1.344
C 4.932 0.023 1.446
H 1.067 0.986 1.862
H -0.763 -0.536 1.393
H 0.353 -1.420 0.321
H -0.594 1.447 -0.156
H 0.381 0.468 -1.254
H -1.453 -1.178 -1.450
H -1.942 0.426 -2.027
H -3.216 -2.196 -0.579
H -4.278 -1.034 -1.420
H -5.455 -2.147 0.456
H -4.221 -1.583 1.594
H -6.099 2.168 -0.488
H -8.218 2.638 -1.552
H -10.031 0.950 -1.569
H -9.649 -1.228 -0.419
H -4.975 1.911 1.268
H -3.939 0.689 2.022
H -2.709 1.836 0.223
H -3.944 1.361 -0.968
H 3.343 0.592 2.845
H 3.985 2.712 1.861
H 2.627 2.342 0.787
H 6.290 0.948 -1.512
H 7.533 -0.262 0.934
H 8.314 0.705 -0.319
H 8.447 -1.213 -1.805
H 8.825 -1.934 -0.234
H 6.495 -2.615 0.069
H 6.825 -3.034 -1.614
H 5.723 -1.077 -2.431
H 4.725 -1.393 -1.014
H 5.640 0.248 2.254
H 4.900 -1.055 1.281

Computed properties:
Relative energy (zero: lowest compared OMol25 entry of this formula, charge and spin) (kcal per mole): 2.0
SMILES: O=C(NCCCN1CCN(c2ccccc2F)CC1)[C@@H]1CC(=O)N(C2CCCC2)C1
Orbital gap (eV): 8.457
Multiplicity: 1
Lowest unoccupied orbital energy (eV): 0.6

---

M across the listed records, respectively: 1966.98, 574.68, 608.03, 644.76, 404.53, 416.54 g/mol.